This record from OMol25 describes a gas-phase ion, CH2BrN2 (charge +1) at a distorted geometry. The level of theory is ωB97M-V with the def2-TZVPD basis set.

```
6
CH2BrN2, DFT ωB97M-V with the def2-TZVPD basis set
Br 2.513 1.594 -0.588
C 0.981 0.076 -0.515
N 0.755 -1.282 0.187
N 0.170 -0.285 0.574
H 0.503 0.204 -1.481
H -0.514 -0.066 1.304
```

Calculated values
structure (SMILES): Br[C@H]1N=[NH+]1
gap between HOMO and LUMO: 8.354 eV
ΔE to the lowest compared entry with this formula, charge and spin: 1.466 eV
HOMO: -15.93 eV
charge: +1

=====

This record from OMol25 describes a gas-phase ion, CH2BrN2O3 (charge +1) at a distorted geometry. The level of theory is ωB97M-V with the def2-TZVPD basis set.

```
9
CH2BrN2O3, DFT ωB97M-V with the def2-TZVPD basis set
O -1.775 -0.659 -2.544
N -1.296 -0.563 -1.515
C -0.967 -0.662 -0.372
N 0.005 -0.069 0.498
O 1.099 -0.840 0.869
O 0.442 1.309 0.144
Br 1.259 2.578 1.246
H -0.381 0.156 1.520
H 1.614 -1.251 0.154
```

Calculated values
structure (SMILES): [O-][N+]#C[N@@H+](O)OBr
gap between HOMO and LUMO: 8.596 eV
ΔE to the lowest compared entry with this formula, charge and spin: 3.913 eV
HOMO: -15.52 eV
charge: +1

=====

This record from OMol25 describes a gas-phase ion, CH2BrN2O3 (charge +1) at a distorted geometry. The level of theory is ωB97M-V with the def2-TZVPD basis set.

```
9
CH2BrN2O3, DFT ωB97M-V with the def2-TZVPD basis set
O 3.118 2.196 0.945
N 2.549 1.537 0.203
O 2.306 1.550 -1.077
C 1.752 0.491 -0.216
Br 2.881 -1.197 -0.036
N 0.038 0.620 0.116
O -0.224 0.115 1.347
H -0.371 0.171 -0.647
H -0.723 -0.792 1.320
```

Calculated values
structure (SMILES): O=[N+]1O[C@]1(Br)NO
gap between HOMO and LUMO: 7.844 eV
ΔE to the lowest compared entry with this formula, charge and spin: 3.568 eV
HOMO: -15.18 eV
charge: +1

=====

This record from OMol25 describes 2 unconnected molecules or ions with the total composition CH2BrN3 at a distorted geometry. The level of theory is ωB97M-V with the def2-TZVPD basis set.

```
7
CH2BrN3, DFT ωB97M-V with the def2-TZVPD basis set
C 0.935 0.063 0.295
N -1.268 0.703 0.188
N 1.187 -0.885 -0.355
N -1.938 0.110 -0.615
Br 1.736 1.039 1.668
H 2.160 -1.391 -0.312
H -2.812 0.361 -0.869
```

Calculated values
gap between HOMO and LUMO (spin up / spin down): 8.087 / 8.223 eV
ΔE to the lowest compared entry with this formula, charge and spin: 4.642 eV
HOMO (spin up / spin down): -7.69 / -8.32 eV
charge: 0

=====

This record from OMol25 describes a single CH2BrN3 molecule at a distorted geometry. The level of theory is ωB97M-V with the def2-TZVPD basis set.

```
7
CH2BrN3, DFT ωB97M-V with the def2-TZVPD basis set
N 0.620 3.132 1.505
C 0.695 2.041 1.140
N 0.885 0.817 0.711
N 0.048 0.281 -0.258
Br 1.950 -0.154 2.271
H -0.816 -0.251 0.074
H 0.623 -0.059 -0.972
```

Calculated values
structure (SMILES): N#CN(N)Br
gap between HOMO and LUMO: 8.108 eV
ΔE to the lowest compared entry with this formula, charge and spin: 3.284 eV
HOMO: -9.94 eV
charge: 0

=====

This record from OMol25 describes 2 unconnected molecules or ions with the total composition CH2BrNO at a distorted geometry. The level of theory is ωB97M-V with the def2-TZVPD basis set.

```
6
CH2BrNO, DFT ωB97M-V with the def2-TZVPD basis set
C 0.544 -0.354 0.794
N -1.030 0.096 -1.108
O 1.236 -1.264 0.706
Br 0.286 0.848 2.147
H -0.275 -0.505 -1.437
H -0.760 1.180 -1.102
```

Calculated values
gap between HOMO and LUMO (spin up / spin down): 9.066 / 8.926 eV
2S+1: 3
expectation value of S²: 2.009
ΔE to the lowest compared entry with this formula, charge and spin: 0.513 eV
HOMO (spin up / spin down): -8.25 / -10.83 eV
charge: 0